Density functional theory data (ωB97M-V with the def2-TZVPD basis set) for a 12-piece molecular cluster, C16H34Cl22N overall.

Cartesian coordinates (Å):
C (0.1947, -1.1040, 0.9742)
C (-1.0149, -1.4564, 0.1564)
C (-1.9575, -2.4066, 0.8484)
C (-2.8616, -1.4607, 1.7206)
C (-2.5489, -0.0315, 1.2543)
N (-1.9246, -0.2583, -0.0794)
H (0.8750, -0.4791, 0.4081)
H (-0.0502, -0.5695, 1.8817)
H (0.6887, -2.0176, 1.2635)
H (-0.6564, -1.7689, -0.8174)
H (-2.5884, -2.8880, 0.1179)
H (-1.4184, -3.0810, 1.4889)
H (-2.6457, -1.5227, 2.7737)
H (-3.8912, -1.6811, 1.4913)
H (-1.8265, 0.5010, 1.8482)
H (-3.4513, 0.5622, 1.2320)
H (-1.4001, 0.5167, -0.4942)
H (-2.6115, -0.5966, -0.7531)
C (-3.2550, 3.1224, -1.7827)
Cl (-1.5777, 2.5318, -1.7500)
Cl (-4.3105, 1.9956, -2.6389)
H (-3.6007, 3.2252, -0.7635)
H (-3.2614, 4.0780, -2.2911)
C (-5.7629, 0.7149, 3.7672)
Cl (-5.1292, 1.9451, 2.6582)
Cl (-4.5272, 0.1577, 4.8995)
H (-6.5801, 1.1509, 4.3272)
H (-6.1065, -0.1307, 3.1848)
C (-3.2897, 6.6952, 0.6535)
Cl (-3.7324, 5.1265, 1.3523)
Cl (-1.7938, 6.6031, -0.2803)
H (-4.0909, 7.0136, -0.0015)
H (-3.1478, 7.4033, 1.4601)
C (2.5002, -4.7221, 2.3110)
Cl (1.3998, -4.5527, 0.9205)
Cl (3.7189, -3.4442, 2.3097)
H (1.9282, -4.6620, 3.2248)
H (2.9980, -5.6808, 2.2409)
C (3.8270, -4.5971, -1.9271)
Cl (5.2367, -3.5356, -1.9644)
Cl (4.2183, -6.2532, -2.4095)
H (3.4383, -4.6203, -0.9177)
H (3.0845, -4.2091, -2.6141)
C (6.0006, -1.7360, 5.2036)
Cl (7.7434, -1.5329, 5.0234)
Cl (5.5704, -2.4872, 6.7473)
H (5.5320, -0.7611, 5.1582)
H (5.6429, -2.3731, 4.4046)
C (-0.6214, 10.5194, -1.3197)
Cl (-0.5573, 9.3962, -2.6866)
Cl (-2.0255, 10.2214, -0.2892)
H (0.2769, 10.3835, -0.7312)
H (-0.6830, 11.5306, -1.7003)
C (0.3072, 6.4231, -4.6442)
Cl (0.2392, 4.9495, -3.6565)
Cl (1.7424, 6.4554, -5.6638)
H (-0.5719, 6.4570, -5.2755)
H (0.3346, 7.2655, -3.9658)
C (1.7474, -7.7797, -4.7033)
Cl (0.2082, -6.9159, -4.8633)
Cl (2.2383, -8.5463, -6.2145)
H (2.5071, -7.0681, -4.4110)
H (1.6326, -8.5460, -3.9471)
C (-0.1869, 1.8642, -5.8043)
Cl (-1.8240, 2.3870, -6.2216)
Cl (0.5975, 1.0102, -7.1358)
H (0.4015, 2.7394, -5.5591)
H (-0.2476, 1.1958, -4.9540)
C (4.2599, -6.1344, 5.7100)
Cl (2.6831, -5.3446, 5.5125)
Cl (4.8069, -6.9315, 4.2312)
H (4.9826, -5.3750, 5.9833)
H (4.1673, -6.8802, 6.4887)

M: 1020.42 g mol⁻¹
HOMO level: -12.25 eV
charge: +1
energy above the lowest of the compared OMol25 structures with the same formula, charge and spin: 0.0 kcal per mole
HOMO-LUMO gap: 9.6 eV

Atomic partial charges in e from the Löwdin method, atoms 1 to 8: C -0.03; C -0.32; C -0.10; C -0.11; C -0.13; N 0.08; H 0.10; H 0.09

Density functional theory data (ωB97M-V with the def2-TZVPD basis set) for an isolated ion of composition C3H5N2S and charge +1.

Cartesian coordinates (Å):
C (-0.2143, 0.8642, 1.1469)
C (-1.3556, 1.1784, 1.8763)
C (0.6329, -1.1219, -0.2755)
N (-1.6866, -1.0949, 0.8733)
N (-0.2132, -0.2740, 0.5237)
S (-2.4358, -0.1537, 1.8219)
H (0.4885, 1.5999, 1.0302)
H (-1.6686, 2.0801, 2.2841)
H (-0.0046, -1.8042, -0.8719)
H (1.2162, -0.5051, -0.9676)
H (1.1988, -1.6486, 0.4656)

M: 101.15 g mol⁻¹
HOMO level (alpha / beta): -15.11 / -15.11 eV
charge: +1
energy above the lowest of the compared OMol25 structures with the same formula, charge and spin: 66.9 kcal per mole
HOMO-LUMO gap (alpha / beta): 9.1 / 9.1 eV

Atomic partial charges in e from the Löwdin method, atoms 1 to 8: C -0.13; C -0.26; C 0.00; N -0.22; N -0.07; S 1.14; H 0.13; H 0.06

Density functional theory data (ωB97M-V with the def2-TZVPD basis set) for an isolated molecule of C5H10O2.

Cartesian coordinates (Å):
C (-0.8436, 1.2240, 0.5428)
C (0.3216, 0.5685, -0.1588)
C (0.0105, -0.7504, -0.8413)
C (-0.8016, -1.6504, 0.0918)
O (-0.3276, -1.6453, 1.4271)
C (1.5167, 1.3237, -0.5409)
O (1.5207, 0.5148, 0.6307)
H (-1.6946, 1.3459, -0.1360)
H (-1.1483, 0.5692, 1.3654)
H (-0.5668, 2.1957, 0.9570)
H (0.9566, -1.2314, -1.1196)
H (-0.5569, -0.5842, -1.7673)
H (-0.8202, -2.6783, -0.2919)
H (-1.8406, -1.2961, 0.1131)
H (0.5667, -1.2777, 1.4368)
H (1.5556, 2.3969, -0.3520)
H (2.1519, 0.9750, -1.3568)

M: 102.13 g mol⁻¹
HOMO level: -10.17 eV
energy above the lowest of the compared OMol25 structures with the same formula, charge and spin: 49.9 kcal per mole
HOMO-LUMO gap: 11.1 eV

Atomic partial charges in e from the Löwdin method, atoms 1 to 8: C -0.01; C -0.50; C -0.11; C -0.26; O -0.07; C -0.09; O -0.04; H 0.09

Density functional theory data (ωB97M-V with the def2-TZVPD basis set) for an isolated ion of composition C9H22N3 and charge +1.

Cartesian coordinates (Å):
C (2.0587, -0.0196, 0.2746)
C (1.6652, 0.0294, -1.1556)
C (-0.1813, -1.6210, -0.6205)
C (-0.0261, 0.0508, 1.6161)
C (0.1890, -1.0753, 2.4893)
C (-2.1074, 1.2436, 0.5091)
C (1.1449, 2.1985, 0.7690)
C (0.0363, -0.7014, -3.0024)
C (-1.3901, 0.6302, 1.7324)
N (1.0488, 0.7380, 1.0638)
N (-1.4911, -1.9424, -0.6351)
N (0.2059, -0.4521, -1.4598)
H (2.2246, -1.0617, 0.6721)
H (3.1074, 0.4618, 0.3955)
H (1.7712, 1.0486, -1.5196)
H (2.2081, -0.5776, -1.8781)
H (0.3351, -2.5348, -0.7494)
H (-0.5522, -1.0617, 3.2293)
H (1.2804, -1.1199, 2.8756)
H (0.2331, -1.9123, 1.7253)
H (-2.7815, 1.9645, 0.8289)
H (-2.6892, 0.3936, -0.0411)
H (-1.3264, 1.7552, -0.0801)
H (1.2135, 2.8102, 1.6609)
H (2.1819, 2.3460, 0.3260)
H (0.4408, 2.5733, 0.0814)
H (-0.6522, -1.5303, -3.0145)
H (-0.2681, 0.1270, -3.5499)
H (0.9837, -0.9060, -3.5564)
H (-2.0592, -0.0801, 2.2156)
H (-1.3147, 1.4134, 2.3826)
H (-1.6489, -2.7757, -1.1655)
H (-2.2315, -1.2826, -0.7234)
H (-0.5480, 0.1924, -1.1303)

M: 172.30 g mol⁻¹
HOMO level (alpha / beta): -10.82 / -9.39 eV
charge: +1
energy above the lowest of the compared OMol25 structures with the same formula, charge and spin: 91.3 kcal per mole
HOMO-LUMO gap (alpha / beta): 8.3 / 6.0 eV

Atomic partial charges in e from the Löwdin method, atoms 1 to 8: C -0.16; C -0.10; C -0.25; C -0.29; C -0.04; C -0.05; C -0.02; C 0.04